Here is a 13-piece molecular cluster, C48H105O22P3 overall from OMol25. Energies are from wB97M-V/def2-TZVPD.

Max |F|: 3.78 eV/A
Highest occupied orbital energy: -9.0 eV
E: -124396.8547 eV

Element x y z (Å)
1 C -0.8075 -0.0562 5.5856
2 C -0.5704 3.9057 0.4279
3 H -7.7158 4.4679 -1.8788
4 C 5.9559 0.1722 -1.2107
5 H 2.1013 2.3585 0.9833
6 C -5.1273 1.3833 -4.9546
7 C 3.0223 1.3836 -5.0893
8 H -0.8507 5.7219 -4.5929
9 C 3.0626 -1.6983 2.5985
10 C 0.8430 -6.8356 3.7423
11 H 2.7628 0.3365 -4.9328
12 H -1.0796 -0.8447 -3.9037
13 C 0.4536 -4.5798 2.5810
14 H -0.6806 5.7184 -2.7986
15 H 4.0098 2.3767 5.1149
16 C -0.0651 -5.8978 3.0556
17 O -6.3824 2.8775 -1.5811
18 H -0.5835 1.3252 3.0155
19 C 0.9440 4.7797 -3.9300
20 H -0.2240 -4.1133 1.8660
21 C -6.1985 0.6778 1.5458
22 H -3.4656 -4.0629 3.9360
23 O -0.2226 -1.6506 3.9821
24 C -0.3320 -0.4501 4.2407
25 O 5.3831 -0.7963 2.8058
26 H -1.1692 -0.3907 -7.7438
27 H -5.6333 -4.2389 3.9514
28 H 5.2366 3.9920 2.0950
29 H -0.9257 4.6591 1.1309
30 O -4.3673 -4.5657 0.9257
31 O 2.4885 2.4174 -3.0345
32 H 5.7965 0.8533 0.6966
33 H -5.0761 2.8942 -6.6642
34 O -0.8919 0.5434 -0.1382
35 H -6.2949 0.3673 0.5054
36 H 0.1876 0.4790 -3.9164
37 C 4.2722 4.4934 2.0142
38 C -8.7188 2.8064 -0.8867
39 O -1.7784 -3.2147 -2.4370
40 H 0.1208 -1.9384 1.2935
41 C 1.1240 -0.3408 -1.0922
42 C 0.2004 0.6333 3.3234
43 H 1.1922 -6.3295 4.6423
44 O 2.3081 3.8151 3.2352
45 O -6.9178 0.4750 -2.4145
46 C -5.0006 0.0376 2.1726
47 C 0.5710 4.4935 -0.3767
48 H -3.7204 1.6494 1.6889
49 H 0.4320 -1.0945 -4.7472
50 C -0.9267 0.1839 -5.7708
51 C 3.0112 2.3224 1.5824
52 H 2.7800 0.2522 7.1665
53 H -2.7505 1.8939 -3.7392
54 H 4.4202 1.7945 -3.4567
55 H 4.8651 -2.6243 1.9639
56 H -2.5222 -0.9399 -2.3350
57 C 4.0594 1.4496 5.6860
58 H -4.6499 -4.2567 -2.1791
59 H 3.7720 1.4335 -5.8790
60 C -3.3074 -3.6942 2.9225
61 H -2.5583 -0.8995 -6.7790
62 C -4.4531 2.2794 -6.0146
63 C 1.8875 -4.0286 -1.2708
64 H -0.9863 -1.7491 -6.6211
65 H 0.5223 3.7839 -4.0663
66 C -0.1628 5.8169 -3.7527
67 H -1.4866 -1.5291 0.8977
68 H 0.4338 -3.9244 3.4518
69 H -1.3232 3.6212 -0.3073
70 H 1.5107 -4.7309 2.3624
71 H 2.7180 -1.2710 3.5403
72 H 1.1601 -6.0005 -1.6879
73 C -2.3229 2.0803 -2.7541
74 H 0.6298 0.0306 2.5231
75 H 1.3738 0.6871 -1.3552
76 H 2.5494 -4.3365 -3.3095
77 H -5.9611 0.9546 -5.5106
78 H -3.9990 3.2509 -1.7879
79 H -8.8997 1.7370 -0.9956
80 H 0.2278 5.4341 -0.8075
81 C 1.8332 -3.7369 -2.7476
82 H -1.6570 1.2883 -2.4114
83 C 8.0553 -2.4339 5.3029
84 H 4.4137 -1.1221 -0.4570
85 H -0.3380 2.9884 0.9687
86 O -4.4359 1.2462 -1.7509
87 H 4.0807 4.7915 0.9834
88 H 7.4642 -3.0626 4.6371
89 H 3.8189 2.1477 0.8716
90 H -6.0759 1.7608 1.5559
91 H 4.9442 1.5304 6.3174
92 H -2.9613 2.2155 -0.7360
93 H 9.1201 -2.6139 5.1550
94 H -4.0403 -1.2739 -3.1974
95 H 1.8366 1.2722 6.1233
96 C -0.1285 -0.4339 -0.2769
97 H 1.5968 -7.1091 3.0040
98 C -3.9694 -3.9854 -2.9861
99 H -6.5826 -3.6374 2.5768
100 O 2.4547 -3.2928 -0.4827
101 H -3.5295 -4.9490 -3.2432
102 H 4.8521 -2.5448 3.7528
103 H -3.1722 -2.6132 2.8880
104 H 7.8091 -2.6647 6.3394
105 C 4.6093 -2.0157 2.8312
106 O 6.4689 -0.7791 5.1420
107 O 3.6190 3.9352 -1.1145
108 H -3.8335 1.6360 -6.6393
109 O 6.3419 1.4543 3.6903
110 H -3.4275 0.0776 0.7721
111 H 0.8524 -4.0974 -3.0575
112 C 2.8108 1.1856 6.6045
113 O 4.1717 0.4137 4.7372
114 C 1.3571 -5.3949 -0.8033
115 O -1.1881 -6.2457 2.7528
116 H -4.5038 0.5491 -4.6331
117 H -8.0636 3.1687 -2.8869
118 C 3.1136 3.5344 2.3951
119 C -0.5152 -1.7113 0.4379
120 H -6.2420 -5.3934 2.7825
121 C -3.4569 2.3092 -1.7023
122 H 0.4125 -5.2462 -0.2802
123 O -5.5872 2.2090 -3.8991
124 C -2.9337 -2.9563 -2.5724
125 C 5.9785 1.3208 -0.2711
126 H 3.8678 3.1712 -4.3841
127 H 2.0076 -2.6792 -2.9453
128 C -1.4741 -0.7866 -6.7751
129 H 8.3497 -0.3817 5.7882
130 O -5.1664 -0.9689 2.8372
131 H -7.0285 0.3213 2.1558
132 H -1.5558 0.7316 5.4992
133 H 3.8918 0.0483 -1.7149
134 H -0.4759 -2.5295 -0.2811
135 H 1.9473 -0.7785 -0.5278
136 P 2.4534 3.7600 -2.0410
137 C -4.5259 -4.1629 2.1138
138 C 3.5438 2.2326 -3.9344
139 C 7.8533 -1.0045 5.0441
140 H 3.0131 1.5321 2.3330
141 H -1.7191 2.9792 -2.8787
142 H 1.0316 1.1570 3.7954
143 H -9.6953 3.2825 -0.9752
144 H 4.7520 -1.4067 -2.1407
145 O -1.0625 1.3796 -6.0309
146 H -3.9577 -1.4776 -1.4026
147 O 2.0524 4.9566 -3.0312
148 H -8.3829 2.9950 0.1329
149 C -5.8518 -4.3817 2.8931
150 H -1.3885 -0.8946 5.9696
151 H 8.2413 -0.7782 4.0509
152 C -0.2939 -0.3337 -4.4602
153 H 0.3439 -7.7465 4.0731
154 O 6.8769 -0.2490 -1.8656
155 C -7.6786 3.3786 -1.8891
156 H 1.3383 5.0820 -4.9001
157 H -3.7686 2.9656 -5.5159
158 H 0.9480 -1.0075 -1.9363
159 H -2.8341 0.3060 2.4089
160 O 0.9857 3.5635 -1.3294
161 H 0.2424 6.8244 -3.8459
162 C 4.6859 -0.6224 -1.3866
163 H 5.2628 2.1183 -0.4708
164 P 5.6443 0.1723 4.0596
165 H 2.0843 -5.7309 -0.0642
166 P -5.9140 1.5615 -2.3998
167 H 2.8173 1.9096 7.4193
168 H 1.4468 4.7506 0.2191
169 H -0.0167 0.3152 6.2374
170 H -4.5887 -3.6316 -3.8105
171 H 6.9438 1.8125 -0.3909
172 H 4.1020 5.4325 2.5407
173 C -3.4199 -1.5579 -2.3474
174 H -2.3719 -4.1379 2.5818
175 H 2.4438 -2.5896 2.4951
176 H 2.8730 -1.0850 1.7176
177 C -3.6424 0.5628 1.7242
178 H 2.1169 1.8818 -5.4360

Atom charges from the Löwdin analysis, given in e for atoms 1 to 99: number 1, C, carries -0.016; number 2, C, carries -0.039; number 3, H, carries 0.116; number 4, C, carries -0.506; number 5, H, carries 0.083; number 6, C, carries -0.283; number 7, C, carries -0.054; number 8, H, carries 0.083; number 9, C, carries -0.045; number 10, C, carries -0.022; number 11, H, carries 0.068; number 12, H, carries 0.064; number 13, C, carries -0.035; number 14, H, carries 0.061; number 15, H, carries 0.109; number 16, C, carries -0.519; number 17, O, carries -0.194; number 18, H, carries 0.086; number 19, C, carries -0.264; number 20, H, carries 0.070; number 21, C, carries -0.016; number 22, H, carries 0.079; number 23, O, carries 0.036; number 24, C, carries -0.473; number 25, O, carries -0.205; number 26, H, carries 0.090; number 27, H, carries 0.065; number 28, H, carries 0.085; number 29, H, carries 0.089; number 30, O, carries -0.002; number 31, O, carries -0.217; number 32, H, carries 0.077; number 33, H, carries 0.077; number 34, O, carries 0.012; number 35, H, carries 0.081; number 36, H, carries 0.069; number 37, C, carries 0.003; number 38, C, carries -0.069; number 39, O, carries 0.063; number 40, H, carries 0.058; number 41, C, carries 0.001; number 42, C, carries 0.001; number 43, H, carries 0.092; number 44, O, carries 0.063; number 45, O, carries -0.230; number 46, C, carries -0.473; number 47, C, carries -0.299; number 48, H, carries 0.084; number 49, H, carries 0.079; number 50, C, carries -0.458; number 51, C, carries -0.013; number 52, H, carries 0.077; number 53, H, carries 0.049; number 54, H, carries 0.112; number 55, H, carries 0.110; number 56, H, carries 0.057; number 57, C, carries -0.252; number 58, H, carries 0.085; number 59, H, carries 0.082; number 60, C, carries -0.021; number 61, H, carries 0.085; number 62, C, carries -0.064; number 63, C, carries -0.473; number 64, H, carries 0.077; number 65, H, carries 0.109; number 66, C, carries -0.065; number 67, H, carries 0.079; number 68, H, carries 0.076; number 69, H, carries 0.059; number 70, H, carries 0.080; number 71, H, carries 0.057; number 72, H, carries 0.081; number 73, C, carries -0.032; number 74, H, carries 0.060; number 75, H, carries 0.072; number 76, H, carries 0.094; number 77, H, carries 0.116; number 78, H, carries 0.110; number 79, H, carries 0.069; number 80, H, carries 0.109; number 81, C, carries -0.014; number 82, H, carries 0.049; number 83, C, carries -0.085; number 84, H, carries 0.069; number 85, H, carries 0.059; number 86, O, carries -0.219; number 87, H, carries 0.051; number 88, H, carries 0.082; number 89, H, carries 0.047; number 90, H, carries 0.082; number 91, H, carries 0.114; number 92, H, carries 0.082; number 93, H, carries 0.086; number 94, H, carries 0.076; number 95, H, carries 0.038; number 96, C, carries -0.429; number 97, H, carries 0.090; number 98, C, carries -0.008; number 99, H, carries 0.076